Entry from OMol25: an isolated molecule of C6H8 at a distorted geometry (ωB97M-V/def2-TZVPD).

CARTESIAN COORDINATES (ANGSTROEM)
C 1.16308 1.71655 0.93564
H 2.19842 2.05978 1.11393
H -1.51428 -1.19483 -2.37233
H 0.65399 2.27278 0.10426
C -1.90356 -0.99509 -1.38497
H 1.45436 -1.76164 1.49584
C 1.04798 0.30474 0.59215
C -1.13819 -0.59725 -0.37561
H 0.64128 1.93115 1.83245
C 1.05910 -1.03843 0.85740
H -1.57877 -0.32435 0.50204
C 0.33378 -0.59562 -0.41475
H 0.61344 -0.69424 -1.51653
H -3.03063 -1.08355 -1.36952

Summary:
Energy relative to the best compared isomer or geometry (same formula, charge and spin) = 276.1 kJ/mol
Strongest force on any atom = 5.97 eV/A
HOMO = -8.928 eV
SMILES = C=C[C@@H]1C=C1C
HOMO-LUMO gap = 10.007 eV
E_LUMO = 1.079 eV
Energy = -233.2818 Eh

These are the natural (NBO) partial charges, in e, on atoms 1 to 2: atom 1 (C): -0.672, atom 2 (H): 0.239



Entry from OMol25: a structure of composition C10H9F6MgN5O4S3 (ωB97M-V/def2-TZVPD).

CARTESIAN COORDINATES (ANGSTROEM)
H 4.18242 1.93159 -0.66698
N 3.41308 2.50226 -0.37136
H 3.57318 3.42557 -0.00572
N 0.10470 2.12322 0.49700
O -0.21456 -2.00474 0.36603
O 0.70421 -4.22419 0.85809
C 0.99720 -1.34086 4.80751
F -2.20259 -3.88756 1.46338
C -3.13635 -0.13506 0.61007
O 0.19373 -0.13036 2.61344
F 1.01640 -0.20993 5.50244
S 1.32045 -0.97058 3.02341
C -3.40333 2.47678 1.30064
F -1.07144 -4.18079 3.28546
C 2.20044 1.94705 -0.20222
H -3.48191 3.51942 1.56957
C -1.30748 -3.34366 2.28560
S 0.24958 -2.97784 1.35224
F -1.82182 -2.20795 2.77181
H -5.48472 2.06420 1.59825
H -5.23993 -0.34440 0.94946
Mg 0.00430 0.00607 0.57123
C -0.98780 4.23453 1.13039
N -2.05870 0.64210 0.59425
C -4.39481 0.32776 0.95717
C -4.52228 1.66052 1.31352
F 1.93833 -2.15111 5.26705
F -0.19038 -1.91909 4.95542
C -2.17156 1.94069 0.93388
H -2.97912 -1.17009 0.33086
O 2.61915 -0.40137 2.98608
N 1.24679 -2.38902 2.38519
N 1.28319 2.74074 0.33121
C -0.94669 2.76657 0.85469
H -1.39082 4.43065 2.12562
S 2.02840 0.30273 -0.73711
H 0.01853 4.63784 1.07014
H -1.61958 4.75214 0.40528

Summary:
Strongest force on any atom = 0.65 eV/A
HOMO = -8.202 eV
HOMO-LUMO gap = 7.539 eV
E_LUMO = -0.663 eV
Energy = -2955.2066 Eh

These are the natural (NBO) partial charges, in e, on atoms 1 to 2: atom 1 (H): 0.410, atom 2 (N): -0.776



Entry from OMol25: an isolated molecule of C16H21N3O3S2 at a distorted geometry (ωB97M-V/def2-TZVPD).

CARTESIAN COORDINATES (ANGSTROEM)
H -0.93599 -5.56357 -3.82604
O -2.63319 -3.86594 -1.79623
N 0.42686 2.95287 0.30121
N -1.54510 0.08418 0.39190
H 2.95133 5.98849 1.09112
H 0.82074 3.50349 3.62261
C -1.00383 -2.97917 -0.56189
H -2.63880 -5.78561 -3.36767
C -2.31998 -2.89552 -0.89554
H 2.96105 3.56390 0.49651
C 2.03375 5.40091 1.15926
S -3.35679 -0.42413 -1.52582
N -0.63002 0.93763 0.84205
C 0.27465 3.60018 2.68297
C -2.10930 0.44525 -0.70056
H -4.36660 -2.38299 -0.65086
C -1.52741 -4.58180 -2.03983
H 2.42644 -6.99322 -2.70044
S -1.52686 1.98897 -1.33679
H -0.46624 -2.35180 0.11790
H 1.49297 5.53842 0.21954
O 1.11322 -5.61732 -2.03742
O 1.78081 -4.04319 -0.58141
H -0.68673 5.42752 3.29022
C -0.08712 5.06456 2.45350
H 3.02284 3.83054 2.24013
H -0.62586 2.98829 2.75311
C -0.47744 -4.07970 -1.30067
H -0.69395 5.16062 1.54985
C 2.39329 3.92861 1.35439
H -1.34360 -6.64473 -2.50382
H 2.73032 -6.42565 -1.02837
C 1.17714 5.90745 2.31573
C 0.90817 -4.54298 -1.24657
C -0.46734 1.97818 0.09660
H 1.75116 5.84852 3.24303
H -3.24604 -1.61870 0.53547
H 3.13759 -5.37681 -2.39969
H 1.45513 2.03026 1.80448
C -1.62086 -5.71345 -2.99375
C 1.15567 3.05311 1.55253
H 0.32724 3.79397 -0.24328
C 2.43567 -6.13133 -2.03800
C -3.37998 -1.95224 -0.49063
H 0.91294 6.95392 2.15116

Summary:
Energy relative to the best compared isomer or geometry (same formula, charge and spin) = 198.9 kJ/mol
Strongest force on any atom = 1.88 eV/A
HOMO = -7.917 eV
SMILES = COC(=O)c1cc(CSc2nnc(NC3CCCCC3)s2)oc1C
HOMO-LUMO gap = 8.423 eV
E_LUMO = 0.507 eV
Energy = -1808.6527 Eh

These are the natural (NBO) partial charges, in e, on atoms 1 to 2: atom 1 (H): 0.238, atom 2 (O): -0.403



Entry from OMol25: a structure of composition C18H17AgBF6N10O4S2 at a distorted geometry (ωB97M-V/def2-TZVPD).

CARTESIAN COORDINATES (ANGSTROEM)
N -0.95333 2.45128 -1.48035
C -1.44663 3.69257 -1.34499
H 1.94922 1.82772 -1.93827
C -0.27389 3.16456 0.42568
H 0.23164 3.11613 1.37865
C 0.19865 -1.96606 4.50381
N 1.57235 -2.14497 -0.79634
C 2.23594 -3.12853 -0.17698
Ag 0.18253 -0.20632 0.30286
O -2.35407 0.30410 1.08665
H -2.05115 4.12160 -2.12705
H -3.98626 -2.17552 -2.21688
F 0.97804 -3.04926 4.64742
C 3.53811 2.92631 -0.99008
F -1.03344 -2.28340 4.88440
C 2.97170 -2.50868 -2.66776
N 2.63563 0.83685 -0.27255
F 0.66455 -1.00474 5.31111
C 5.32909 4.02252 0.29007
F -3.41158 2.30299 2.64487
H 5.01937 1.85421 1.86255
H 4.22216 -2.51035 -4.25265
O -2.81033 -0.87535 3.21387
N -1.04138 -0.80480 -1.70933
C -3.11222 -1.54919 -2.16674
H -1.54046 -2.72046 -1.06302
H -3.64748 0.38282 -3.17296
N -0.22992 2.12154 -0.39441
S 0.26639 -1.41162 2.75073
H -1.73841 2.07826 -3.54892
H 3.53115 3.73935 -1.70194
F -2.79581 1.49928 4.56522
O 1.68765 -1.25684 2.56408
N 3.65358 -3.46780 -2.06331
C 3.46523 0.84632 0.76687
N -0.43940 0.02504 2.76280
O -0.43520 -2.43553 2.01588
H -1.25567 5.16872 0.29492
H 3.38822 0.00619 1.44746
C 2.66633 1.85785 -1.12512
C 4.36807 1.87429 1.00037
C 1.91982 -1.83920 -2.02282
H 3.81961 -4.56434 -0.31948
H 3.03326 -1.29452 -4.31301
F -1.36398 2.54238 3.32113
H 0.08280 1.28066 -3.14152
C -1.87076 -1.83405 -1.58386
N -1.72398 0.16462 -2.35380
N 3.30699 -2.20006 -3.97273
H 1.93820 -3.37292 0.83366
C 3.26936 -3.77510 -0.81893
S -2.05150 0.09175 2.47316
N 6.06977 4.88913 0.43152
H 1.35255 -1.05237 -2.51334
B -1.04635 1.50969 -2.72702
C -1.03137 4.20463 -0.12919
C -2.96232 -0.26204 -2.64711
C 4.39929 2.92648 0.09794
C -2.41086 1.71676 3.30359

Summary:
Energy relative to the best compared isomer or geometry (same formula, charge and spin) = 0.0 kJ/mol
Strongest force on any atom = 1.29 eV/A
HOMO = -6.039 eV
HOMO-LUMO gap = 8.036 eV
E_LUMO = 1.997 eV
Total charge = -1
Energy = -3112.1716 Eh

These are the natural (NBO) partial charges, in e, on atoms 1 to 2: atom 1 (N): -0.300, atom 2 (C): -0.031



Entry from OMol25: an isolated molecule of C7H9NO4 at a distorted geometry (ωB97M-V/def2-TZVPD).

CARTESIAN COORDINATES (ANGSTROEM)
C 0.67663 0.46671 -0.91201
H -1.96311 -2.22070 0.87805
C 1.65182 1.67881 -0.61194
H -0.59427 1.70617 -2.00983
H -0.60929 -0.04135 -2.45889
C -0.03701 -1.29638 0.52514
H -1.12484 0.48555 -0.00035
C -0.96867 -2.06084 1.46558
H 0.43912 0.57696 1.16012
H -1.17600 -1.63696 2.46064
N 1.60949 -3.03593 -0.23645
H 0.66113 0.93475 -3.03203
O 1.30789 -3.81494 0.61837
C -0.06312 0.83042 -2.13269
C 0.90900 -1.82418 -0.20782
H 2.26511 1.94375 -1.45712
C -0.11677 0.15767 0.33947
O 1.48888 -0.71985 -1.12907
H -0.54693 -3.07734 1.60600
O 2.44333 -3.17898 -1.08793
O 1.50500 2.25919 0.43330

Summary:
Energy relative to the best compared isomer or geometry (same formula, charge and spin) = 484.4 kJ/mol
Strongest force on any atom = 5.81 eV/A
HOMO = -9.528 eV
SMILES = CC1=C([N+](=O)[O-])O[C@](C)(C=O)C1
HOMO-LUMO gap = 9.094 eV
E_LUMO = -0.435 eV
Energy = -627.6618 Eh

These are the natural (NBO) partial charges, in e, on atoms 1 to 2: atom 1 (C): 0.161, atom 2 (H): 0.232



Entry from OMol25: a cluster of 3 separate species, C4H12O4 in total at a distorted geometry (ωB97M-V/def2-TZVPD).

CARTESIAN COORDINATES (ANGSTROEM)
H 0.02570 1.97560 -2.94644
H 1.97029 -0.39656 -0.37314
H -0.53061 -1.76303 2.25462
H 0.12604 2.79874 -0.60340
O 0.46285 2.03010 -3.81589
H -0.81909 -2.17581 0.48129
C 0.19927 -0.27063 0.95518
H 2.25970 -0.60559 1.38718
H -2.50451 -0.77276 2.44942
H -0.98844 1.77770 -0.67984
H 0.31052 0.42364 1.78279
O -2.72414 -0.24919 0.47561
O 1.67510 -2.26171 0.51531
C 1.61737 -0.86425 0.54554
H -0.13595 0.26261 0.06188
H 1.33536 -2.71047 -0.26074
C -2.13595 -0.72358 1.40525
C -0.78307 -1.41856 1.25301
O -0.13600 2.00222 -1.07924
H 0.77556 2.94151 -3.80841

Summary:
Energy relative to the best compared isomer or geometry (same formula, charge and spin) = 165.6 kJ/mol
Strongest force on any atom = 2.53 eV/A
HOMO = -9.913 eV
SMILES = O=CCCCO.O.O
HOMO-LUMO gap = 10.364 eV
E_LUMO = 0.450 eV
Energy = -460.5196 Eh

These are the natural (NBO) partial charges, in e, on atoms 1 to 2: atom 1 (H): 0.488, atom 2 (H): 0.175



- Number 6 is which compound?
  C4H12O4